Entry 1:
C24H50N2O9PSi3Ti as an isolated structure. Source: the OMol25 dataset; level of theory: ωB97M-V with the def2-TZVPD basis set.

The geometry in ORCA input format:
```
! RIJCOSX wB97M-V def2-TZVPD def2/J DEFGRID3
* xyz -1 3
Ti -0.02118 -0.70396 0.36451
C 2.98481 -0.32290 -0.47742
O 2.10895 -0.63594 0.59916
Si 2.11770 -0.00423 2.20238
C 3.32527 -1.10501 3.12830
C 2.98731 1.64869 2.10163
C 0.34068 -0.09825 2.58244
Si -0.12327 -1.35426 3.86718
C -1.96248 -1.33383 4.28397
C 0.77174 -1.13009 5.52204
C 0.18678 -3.17006 3.45490
Si -0.54159 1.52534 2.92467
C -2.40374 1.43803 2.60871
C -0.36239 2.06320 4.73591
C 0.07931 3.04331 2.00232
H 3.73944 -1.10758 -0.57339
H 3.47657 0.63532 -0.30646
H 2.40123 -0.26991 -1.39521
H 4.24508 -1.18530 2.54120
H 2.94869 -2.11087 3.30524
H 3.58848 -0.66595 4.09247
H 4.05384 1.50263 1.91057
H 2.89274 2.17736 3.05232
H 2.57256 2.28599 1.32234
H -2.30536 -0.39053 4.70804
H -2.15642 -2.12450 5.01466
H -2.56596 -1.54050 3.39849
H 0.68257 -0.11985 5.91758
H 1.83274 -1.36632 5.43815
H 0.34058 -1.81876 6.25490
H 1.19476 -3.37563 3.09625
H -0.50643 -3.52381 2.69333
H 0.03104 -3.75761 4.36490
H -2.73426 0.45002 2.29660
H -2.68271 2.14027 1.82130
H -2.95761 1.70744 3.51182
H -0.89846 1.42098 5.43634
H -0.77315 3.07246 4.83108
H 0.68599 2.10050 5.04261
H 0.29564 2.86112 0.95140
H 0.95404 3.48553 2.48037
H -0.72342 3.78490 2.04345
C -3.42364 -2.47459 0.68570
C -3.24384 -1.13319 0.06840
N -2.11727 -0.49322 -0.04756
C -2.36239 0.75458 -0.64173
C -3.75937 0.86201 -0.87458
N -4.26755 -0.41300 -0.47620
C -4.63854 1.88105 -1.30763
O -5.95808 1.40206 -1.55236
O -4.44289 3.07674 -1.40557
C -1.20469 1.56076 -0.93636
O -1.17669 2.60796 -1.55146
O -0.05911 0.98942 -0.43850
H -2.44614 -2.90746 0.89345
H -3.96782 -3.14570 0.01709
H -3.98727 -2.40642 1.62037
H -5.21625 -0.51175 -0.15129
H -5.88561 0.53582 -1.96902
C 3.04164 -5.67013 -1.43219
C 2.14212 -4.88913 -0.48750
C 1.06874 -5.79547 0.10155
C 2.95529 -4.20949 0.60459
O 1.56346 -3.84746 -1.32414
P 0.23174 -3.03276 -1.03148
O 0.30448 -1.70453 -1.71539
O 0.01292 -2.81534 0.45952
O -0.95926 -3.95244 -1.53820
C -1.48877 -3.93229 -2.90070
C -2.34586 -2.68186 -3.06032
C -2.33012 -5.19513 -2.98152
C -0.36714 -3.96925 -3.93225
H 3.56953 -6.45268 -0.88550
H 3.77273 -5.00395 -1.88999
H 2.44930 -6.13253 -2.22291
H 1.54934 -6.59919 0.66137
H 0.46077 -6.23509 -0.69085
H 0.41982 -5.24224 0.77792
H 3.42748 -4.95412 1.24776
H 2.30782 -3.57490 1.20598
H 3.73209 -3.58816 0.15716
H -3.15024 -2.68032 -2.32302
H -2.78734 -2.65282 -4.05803
H -1.74061 -1.78860 -2.91217
H -3.08457 -5.19345 -2.19431
H -1.70148 -6.07908 -2.85929
H -2.83149 -5.24923 -3.94849
H 0.24529 -3.07096 -3.87236
H -0.80344 -4.02335 -4.93099
H 0.26794 -4.84243 -3.78011
*
```

HOMO-LUMO gap (spin up / spin down) in eV: 4.329 / 7.565
LUMO level (spin up / spin down) in eV: 2.23 / 2.23
Highest occupied orbital energy (spin up / spin down) in eV: -2.097 / -5.336
Energy relative to the best compared isomer or geometry (same formula, charge and spin) in eV: 0.885

Entry 2:
A 2-piece molecular cluster, C24H51Cl2INO6P2 overall at a distorted geometry. Source: the OMol25 dataset; level of theory: ωB97M-V with the def2-TZVPD basis set.

The geometry in ORCA input format:
```
! RIJCOSX wB97M-V def2-TZVPD def2/J DEFGRID3
* xyz -1 1
C -2.57957 1.70536 6.21792
C -1.79855 2.99004 5.98678
C -2.45626 3.86815 4.91729
C -1.49980 4.79759 4.14223
C -1.66768 4.72753 2.61128
C -0.37446 4.69809 1.77522
C -0.53299 3.84567 0.51620
C 0.54852 4.06529 -0.54222
C 0.16306 3.45284 -1.91862
C 1.21909 2.54176 -2.62818
C 0.71723 1.15184 -3.15787
C 1.62980 -0.09472 -2.87334
C 1.08476 -1.31189 -2.03118
N -0.06591 -1.84680 -2.72129
C -1.25392 -2.45106 -2.11123
C -1.55993 -3.79648 -2.82551
C -2.50028 -1.54646 -2.27546
C -3.48559 -1.57037 -1.09536
C -3.81812 -2.95386 -0.52850
C 2.29669 -2.32733 -1.88619
I 1.65683 -4.25760 -1.04934
O 3.16670 -1.67942 -1.00961
C 4.24287 -2.37583 -0.43563
Cl 5.64114 -1.24102 -0.42918
P 4.10206 -2.90039 1.34756
O 5.09189 -3.98605 1.57995
C 3.03586 -2.72451 -3.21053
Cl 4.34271 -1.54379 -3.61280
C 2.23586 -3.01115 -4.48668
C 1.63965 -4.41714 -4.58861
P 0.75512 -0.56961 -0.34229
O 1.64270 0.54606 0.00810
O -0.79039 -0.12233 -0.39983
O 0.82237 -1.77496 0.71001
H -2.27939 1.22590 7.14736
H -2.37438 0.98326 5.43083
H -3.65920 1.90521 6.28464
H -1.70032 3.52957 6.93355
H -0.79579 2.69780 5.66561
H -3.22239 4.47511 5.40879
H -2.96096 3.19387 4.21943
H -0.47123 4.52872 4.39651
H -1.65549 5.82232 4.48644
H -2.28097 3.85304 2.37289
H -2.24809 5.59788 2.28958
H -0.11423 5.72616 1.50296
H 0.44363 4.31693 2.39103
H -1.51586 4.03487 0.07153
H -0.47914 2.81203 0.84674
H 1.50041 3.66394 -0.20394
H 0.66061 5.14915 -0.65364
H -0.05168 4.27930 -2.59980
H -0.76139 2.88828 -1.79233
H 2.08263 2.39341 -1.98863
H 1.55873 3.11407 -3.49642
H 0.69873 1.23530 -4.24864
H -0.32095 0.98959 -2.86793
H 1.93972 -0.49605 -3.83790
H 2.53197 0.26612 -2.38574
H -0.27865 -1.34667 -3.56787
H -1.08711 -2.69888 -1.06444
H -1.16687 -3.77049 -3.84101
H -2.63726 -3.94524 -2.91127
H -1.16792 -4.65014 -2.27601
H -3.04783 -1.82544 -3.18013
H -2.17665 -0.51178 -2.39425
H -4.42590 -1.13519 -1.44799
H -3.13628 -0.92332 -0.29134
H -4.68449 -2.86505 0.13138
H -4.08964 -3.66798 -1.30492
H -3.01363 -3.35158 0.09237
H 4.57961 -3.23326 -1.01578
H 4.37533 -1.73239 2.07328
H 2.78418 -3.31111 1.55249
H 3.58498 -3.63887 -2.99008
H 1.47372 -2.26477 -4.69348
H 2.96017 -2.93630 -5.29971
H 1.32293 -4.60183 -5.61585
H 2.40488 -5.16225 -4.35351
H 0.81882 -4.58164 -3.89955
H -1.22364 -0.16931 0.45987
H 0.41855 -1.55006 1.56373
C 0.23989 -0.81786 5.06836
O -0.11884 0.25104 5.77241
H -0.60559 -1.37078 4.54126
H 0.97000 -0.62005 4.22595
H 0.75086 -1.64205 5.64004
*
```

HOMO-LUMO gap in eV: 4.386
LUMO level in eV: 1.61
Highest occupied orbital energy in eV: -2.779
Energy relative to the best compared isomer or geometry (same formula, charge and spin) in eV: 0.000

Entry 3:
A 3-piece molecular cluster, C24H51FN2O6S overall at a distorted geometry. Source: the OMol25 dataset; level of theory: ωB97M-V with the def2-TZVPD basis set.

The geometry in ORCA input format:
```
! RIJCOSX wB97M-V def2-TZVPD def2/J DEFGRID3
* xyz 0 1
C -4.42431 0.18132 2.86553
N -3.15375 -0.59906 3.00802
C -2.18027 -0.34578 1.90864
C -0.71693 0.08920 2.40325
C 0.27046 -0.21853 1.19624
C 0.72632 -1.73976 1.08766
F -0.22328 -2.59460 0.44513
O -0.86429 1.55447 2.47344
S -1.30166 1.92116 4.05315
O -2.70357 2.35872 4.33133
O -0.48571 3.16153 4.31871
O -0.77103 0.50090 4.77259
C -0.17003 -0.43827 3.79707
C -0.62568 -1.87897 4.33888
N 0.46883 -2.87203 4.47278
C 1.38574 -0.33079 4.14049
C 2.01681 1.13014 3.98312
C 2.10061 1.86263 5.41842
O 2.40441 3.24639 5.13724
C 1.98269 4.09536 6.16987
C 1.98620 5.66079 5.81019
O 1.65121 3.74262 7.30641
H -4.38494 1.02064 2.10919
H -4.64540 0.64917 3.88821
H -5.27826 -0.55807 2.67719
H -3.44351 -1.58450 2.90793
H -2.51460 0.47221 1.17777
H -2.15097 -1.30196 1.27178
H -0.12344 0.09049 0.18096
H 1.22531 0.38714 1.38679
H 1.66238 -1.74550 0.42555
H 1.04117 -2.19996 2.07275
H -1.37136 -2.32337 3.59061
H -1.19845 -1.69207 5.30993
H 0.20340 -3.78189 4.07402
H 0.72853 -2.96526 5.45994
H 2.04357 -1.03712 3.53167
H 1.49995 -0.61343 5.24587
H 1.54487 1.77810 3.18607
H 3.11177 0.98101 3.67405
H 1.10077 1.72615 5.96036
H 2.87214 1.35253 6.08983
H 1.14421 5.90656 5.08035
H 3.00864 5.84195 5.32422
H 1.92204 6.22828 6.78304
C -2.17271 2.26950 -5.26460
C -1.20346 3.20585 -4.55512
C 0.26115 2.80118 -4.72714
C 0.63046 1.43454 -4.14339
C 0.34208 1.26774 -2.65013
C 1.13599 2.22912 -1.77485
H -2.11856 1.25331 -4.86680
H -3.19955 2.62000 -5.13416
H -1.96283 2.23215 -6.33675
H -1.46168 3.26657 -3.49338
H -1.33377 4.21488 -4.95948
H 0.89477 3.57277 -4.27806
H 0.50636 2.79766 -5.79548
H 1.69736 1.25940 -4.32057
H 0.10227 0.64849 -4.69270
H 0.59827 0.24218 -2.36230
H -0.72761 1.38403 -2.45000
H 2.21043 2.09357 -1.92413
H 0.91505 2.04732 -0.71994
H 0.88666 3.27054 -1.98893
C 1.60075 -5.50044 -5.09617
C 0.77561 -4.36622 -5.68931
C 1.19383 -2.98582 -5.18125
C 1.02374 -2.76775 -3.67473
C -0.39703 -2.97437 -3.14464
C -1.40561 -1.99968 -3.73846
H 1.48672 -5.55957 -4.01146
H 1.28061 -6.45826 -5.51376
H 2.66172 -5.37048 -5.32526
H -0.28617 -4.54145 -5.49092
H 0.89012 -4.38383 -6.77806
H 0.62704 -2.22368 -5.72594
H 2.24609 -2.81610 -5.43787
H 1.34773 -1.74873 -3.43450
H 1.70111 -3.43408 -3.13087
H -0.38220 -2.84131 -2.05870
H -0.72793 -4.00168 -3.32268
H -1.11817 -0.96648 -3.52788
H -2.39439 -2.17053 -3.30499
H -1.49487 -2.11883 -4.82086
*
```

HOMO-LUMO gap in eV: 9.744
LUMO level in eV: 0.40
Highest occupied orbital energy in eV: -9.345

Entry 4:
A 2-piece molecular cluster, C24H51N3O3 overall at a distorted geometry. Source: the OMol25 dataset; level of theory: ωB97M-V with the def2-TZVPD basis set.

The geometry in ORCA input format:
```
! RIJCOSX wB97M-V def2-TZVPD def2/J DEFGRID3
* xyz 1 2
C -2.65315 -3.33809 -0.52080
C -1.67049 -2.39486 -1.32006
O -2.26821 -1.14281 -1.64316
C -1.66480 -0.05903 -0.92889
C -2.01532 1.32830 -1.58094
C -3.55580 1.55194 -1.37150
C -3.99081 2.84000 -0.60615
O -5.29169 2.54098 -0.02628
C -4.26930 4.08240 -1.56324
N -3.51472 4.08665 -2.81339
C -1.07046 2.38561 -0.92271
C 0.40443 2.41509 -1.49121
C 0.61608 3.80300 -2.18956
C 1.38506 2.39772 -0.25437
N 0.75592 1.24507 -2.31113
O 1.99199 1.23858 -2.66850
C -0.15810 1.00947 -3.44554
C 0.00264 -0.52902 -3.81169
C 0.25865 1.77804 -4.76502
C -1.68111 1.24587 -3.11287
H -2.53749 -3.13709 0.56441
H -3.68209 -3.13430 -0.87676
H -2.43917 -4.39715 -0.77159
H -1.43642 -2.95736 -2.25505
H -0.70173 -2.29888 -0.77911
H -0.56920 -0.17227 -0.77101
H -2.12992 -0.05632 0.09525
H -4.09710 1.52479 -2.34352
H -3.96614 0.69100 -0.79679
H -3.34038 3.12554 0.24532
H -5.19943 2.59092 0.92440
H -4.20232 5.04332 -1.01145
H -5.34095 3.97922 -1.84793
H -3.87366 3.43120 -3.48888
H -2.51885 4.00045 -2.67808
H -0.96452 2.09586 0.15386
H -1.43459 3.42895 -0.95124
H 0.61796 4.57750 -1.39215
H -0.21803 3.99006 -2.90486
H 1.58161 3.82246 -2.73301
H 2.40752 2.70852 -0.56255
H 1.06322 3.10249 0.53648
H 1.46202 1.35987 0.13910
H 0.12865 -1.15795 -2.90712
H -0.80010 -0.87443 -4.48852
H 0.95782 -0.62588 -4.37859
H 0.66515 1.08643 -5.53074
H -0.61070 2.28186 -5.24272
H 1.01492 2.56268 -4.57292
H -2.22968 0.38351 -3.55266
H -2.01245 2.13387 -3.68817
C -0.65621 -2.10028 4.08047
C -0.02301 -1.50078 2.82913
C 1.05498 -2.32635 2.13826
N 2.38830 -2.50349 2.88055
C 2.68463 -1.32717 3.78987
C 4.08871 -1.37063 4.37173
C 5.14144 -1.44729 3.28174
C 4.87779 -2.64348 2.37958
C 3.47164 -2.60474 1.80607
C 2.33352 -3.79489 3.64866
H 0.05637 -2.24102 4.89396
H -1.43146 -1.43070 4.45434
H -1.12480 -3.06225 3.86137
H 0.33896 -0.49398 3.04710
H -0.82193 -1.36180 2.09394
H 1.29093 -1.82864 1.19643
H 0.69123 -3.32510 1.89369
H 2.55939 -0.42635 3.18591
H 1.95479 -1.33259 4.59579
H 4.24555 -0.46732 4.96584
H 4.19636 -2.21120 5.06241
H 6.13694 -1.52292 3.72138
H 5.12629 -0.52857 2.68641
H 5.04713 -3.57374 2.92811
H 5.59429 -2.64098 1.55602
H 3.25808 -3.49638 1.21578
H 3.36372 -1.72510 1.16876
H 2.17074 -4.60724 2.94291
H 1.51259 -3.74773 4.35974
H 3.26826 -3.95110 4.17766
*
```

HOMO-LUMO gap (spin up / spin down) in eV: 8.225 / 8.261
LUMO level (spin up / spin down) in eV: -2.37 / -2.37
Highest occupied orbital energy (spin up / spin down) in eV: -10.592 / -10.627
Energy relative to the best compared isomer or geometry (same formula, charge and spin) in eV: 0.000

Entry 5:
A 4-piece molecular cluster, C24H51NO17P5 overall at a distorted geometry. Source: the OMol25 dataset; level of theory: ωB97M-V with the def2-TZVPD basis set.

The geometry in ORCA input format:
```
! RIJCOSX wB97M-V def2-TZVPD def2/J DEFGRID3
* xyz -1 1
C 7.09019 2.43897 7.37622
C 6.62194 1.77024 6.08183
C 5.26010 2.34212 5.59061
O 4.45937 1.25430 5.22166
P 2.85894 1.49703 4.52729
C 3.68263 1.56228 2.80137
C 4.23596 0.26410 2.25028
O 4.35474 0.16023 1.04060
C 4.69947 -0.90669 3.06629
C 3.88625 -2.03170 3.07216
C 4.19520 -3.15836 3.81393
C 5.34844 -3.15976 4.58207
C 6.18155 -2.05562 4.56913
C 5.85460 -0.93631 3.82582
C 1.08869 1.51120 3.79436
C -0.07657 2.00924 4.64763
C -1.34050 2.00354 3.73754
O 0.06301 3.35588 5.07364
N 2.89915 3.32009 4.75876
C 2.71222 4.06970 3.84122
O 2.45995 4.79065 2.93328
P 2.11875 1.31056 6.69724
O 1.80817 2.57123 7.45968
H 7.26406 3.50551 7.24664
H 6.33925 2.25448 8.14700
H 8.00245 1.96323 7.74371
H 7.38912 1.96115 5.32439
H 6.55048 0.69321 6.22614
H 5.51765 3.01196 4.76442
H 4.87335 2.90097 6.44739
H 2.77900 0.05316 4.50741
H 2.98663 1.87910 2.02476
H 4.53636 2.24616 2.79572
H 2.97686 -2.02757 2.48368
H 3.50700 -3.99126 3.78189
H 5.57255 -4.03285 5.18037
H 7.07872 -2.06815 5.17311
H 6.51164 -0.07858 3.84202
H 1.00316 2.04059 2.83878
H 0.83502 0.47919 3.52979
H -0.37779 1.31903 5.43885
H -1.45230 1.00705 3.30543
H -1.20453 2.74982 2.95804
H -2.20288 2.22865 4.36477
H -0.12432 3.38782 6.01612
H 1.06796 0.34870 6.78972
H 3.18660 0.70138 7.40642
C 3.80814 -0.28055 -4.60200
O 2.77421 -1.26449 -4.43073
P 2.91044 -2.28506 -3.14195
O 3.94981 -3.23585 -3.63248
O 1.40362 -2.83984 -3.40678
C 0.73096 -2.69668 -4.65139
O 2.71181 -2.76065 -1.60195
C 3.72410 -2.32650 -0.65546
H 3.54133 0.32864 -5.46263
H 3.88846 0.36452 -3.72679
H 4.76422 -0.77069 -4.78936
H 1.34158 -3.07746 -5.47051
H 0.46316 -1.65785 -4.82961
H -0.18786 -3.27946 -4.60963
H 3.77585 -1.24414 -0.61006
H 4.69754 -2.73317 -0.93292
H 3.44540 -2.70127 0.32271
C -2.54972 3.83723 -5.78306
O -3.35964 2.65685 -5.63895
P -2.58326 1.24552 -5.44760
O -2.00755 0.91526 -6.76782
O -3.89052 0.41360 -5.05324
C -5.20211 0.74034 -5.50073
O -1.72591 0.44661 -4.34306
C -0.42460 0.97419 -4.02037
H -3.22157 4.68820 -5.85471
H -1.89957 3.97557 -4.91902
H -1.95096 3.77182 -6.69193
H -5.24223 0.81242 -6.58782
H -5.54603 1.66515 -5.04298
H -5.85753 -0.06695 -5.18134
H -0.50137 1.98958 -3.62966
H 0.21648 0.96982 -4.90379
H 0.01613 0.33785 -3.25808
C -10.55114 -3.76502 -2.69043
O -10.78449 -3.00382 -3.89020
P -9.58114 -2.04350 -4.40095
O -9.54106 -0.90431 -3.46302
O -10.24591 -1.72364 -5.82237
C -11.64969 -1.72036 -6.04872
O -8.12849 -2.14579 -5.08864
C -7.06918 -2.71629 -4.29335
H -11.42962 -4.38062 -2.51759
H -9.68304 -4.41509 -2.80050
H -10.40767 -3.09397 -1.84348
H -12.15879 -1.05969 -5.34650
H -12.05498 -2.72834 -5.98434
H -11.80548 -1.34494 -7.05791
H -7.30631 -3.74028 -4.00234
H -6.89535 -2.11166 -3.40220
H -6.16709 -2.72654 -4.89801
*
```

HOMO-LUMO gap in eV: 5.954
LUMO level in eV: 1.00
Highest occupied orbital energy in eV: -4.959
Energy relative to the best compared isomer or geometry (same formula, charge and spin) in eV: 0.000